No. 1
Computed, not measured: C34H95CoN6O15 as an isolated structure at a distorted geometry, with the ωB97M-V functional and the def2-TZVPD basis.

```
151
C34H95CoN6O15 | the Open Molecules 2025 dataset | the ωB97M-V functional and the def2-TZVPD basis
Co 1.293 0.410 3.148
C 0.107 0.259 -0.417
C -0.181 0.997 0.840
O 0.251 0.069 1.831
H -0.486 -0.650 -0.436
H 1.154 -0.012 -0.467
H -0.151 0.967 -1.196
H -1.222 1.271 0.966
H 0.448 1.889 0.876
C 0.450 -4.142 2.319
C -0.840 -3.356 2.411
O -1.043 -2.577 1.268
O 1.566 -3.266 2.573
H 0.482 -4.541 1.310
H 0.467 -4.887 3.113
H -0.817 -2.712 3.274
H -1.664 -4.080 2.461
H -0.578 -1.735 1.340
H 2.327 -3.832 2.789
C 2.196 0.321 -4.905
C 3.287 0.414 -3.885
O 3.768 1.795 -3.754
O 0.879 0.859 -4.384
H 1.930 -0.703 -5.142
H 2.530 0.924 -5.751
H 4.190 -0.043 -4.267
H 3.002 -0.039 -2.943
H 3.051 2.330 -3.391
H 0.625 1.633 -4.896
C -2.270 4.444 -2.732
C -1.388 4.694 -1.560
O -2.197 5.565 -0.677
O -1.448 3.815 -3.729
H -2.674 5.424 -2.998
H -3.052 3.765 -2.401
H -0.437 5.121 -1.878
H -1.104 3.799 -1.021
H -1.673 6.247 -0.265
H -2.025 3.651 -4.493
C 3.499 3.378 -0.703
C 4.201 3.525 0.590
O 3.808 2.457 1.554
O 2.107 3.544 -0.668
H 3.751 2.394 -1.091
H 3.917 4.151 -1.337
H 3.812 4.430 1.024
H 5.276 3.459 0.376
H 4.214 1.602 1.401
H 1.639 2.937 -0.082
C -3.036 0.496 -3.076
C -2.655 -0.626 -4.073
C -2.623 -0.182 -5.485
O -3.894 0.287 -5.942
C -4.665 -0.740 -6.482
N -1.365 -1.273 -3.784
H -3.938 0.995 -3.456
H -2.315 1.322 -3.082
H -3.221 0.211 -2.051
H -3.382 -1.438 -4.031
H -2.278 -1.039 -6.061
H -1.889 0.620 -5.603
H -4.922 -1.540 -5.778
H -4.204 -1.170 -7.383
H -5.538 -0.240 -6.906
H -1.439 -1.853 -2.967
H -0.592 -0.632 -3.714
C 5.396 -5.476 -3.061
C 5.514 -5.091 -1.608
C 4.102 -4.823 -1.093
O 3.497 -3.768 -1.792
C 2.337 -3.326 -1.147
N 6.099 -6.135 -0.816
H 6.394 -5.670 -3.479
H 4.933 -4.728 -3.706
H 4.750 -6.364 -3.075
H 6.055 -4.153 -1.486
H 4.099 -4.643 -0.019
H 3.532 -5.741 -1.254
H 2.539 -2.719 -0.253
H 1.608 -4.087 -0.840
H 2.005 -2.553 -1.836
H 6.441 -5.748 0.044
H 6.848 -6.629 -1.271
C 1.456 3.771 3.508
C 1.838 2.894 4.656
C 0.612 2.342 5.418
O 0.080 1.332 4.603
C -1.241 0.905 4.969
N 2.589 1.736 4.113
H 2.381 4.159 3.091
H 0.753 4.535 3.828
H 0.939 3.233 2.718
H 2.364 3.517 5.388
H -0.145 3.096 5.658
H 0.851 2.005 6.419
H -1.468 0.133 4.237
H -1.852 1.797 4.816
H -1.283 0.559 6.004
H 2.926 1.008 4.743
H 3.307 1.911 3.395
C -6.001 -2.065 -2.890
C -5.393 -2.230 -1.499
C -5.949 -1.113 -0.635
O -5.571 -1.262 0.759
C -4.207 -1.053 0.928
N -5.500 -3.579 -0.958
H -5.721 -1.084 -3.273
H -7.086 -2.151 -2.985
H -5.555 -2.839 -3.530
H -4.350 -1.971 -1.624
H -7.026 -1.124 -0.599
H -5.474 -0.200 -1.012
H -3.600 -1.731 0.328
H -4.000 -1.101 1.995
H -3.836 -0.074 0.635
H -5.117 -3.584 -0.013
H -6.488 -3.769 -0.847
C 4.735 -1.775 3.526
C 4.289 -0.744 2.498
C 5.109 -0.972 1.299
O 4.934 0.141 0.403
C 5.395 -0.088 -0.964
N 2.852 -0.563 2.188
H 4.250 -1.742 4.493
H 5.764 -1.510 3.740
H 4.591 -2.752 3.099
H 4.683 0.165 2.948
H 4.813 -1.868 0.767
H 6.161 -0.943 1.593
H 4.945 -0.987 -1.388
H 6.484 -0.190 -0.927
H 5.077 0.800 -1.520
H 2.302 -1.443 2.232
H 2.706 -0.086 1.281
C -4.875 1.245 4.718
C -5.274 2.008 3.458
C -3.944 2.432 2.759
O -3.231 3.456 3.457
C -2.135 3.976 2.642
N -6.292 1.209 2.770
H -4.073 1.771 5.249
H -4.460 0.259 4.522
H -5.717 1.058 5.372
H -5.788 2.935 3.718
H -4.181 2.844 1.772
H -3.290 1.573 2.624
H -1.370 3.261 2.368
H -1.658 4.746 3.244
H -2.659 4.407 1.789
H -5.902 0.280 2.587
H -6.641 1.587 1.906
```

## Properties
Multiplicity   4
DFT total energy   -114067.7140 eV
HOMO level (spin up / spin down)   -10.511 / -10.511 eV
Lowest unoccupied orbital energy (spin up / spin down)   -2.4 / -2.4 eV
Frontier orbital gap (spin up / spin down)   8.15 / 8.14 eV
Expectation value of S²   3.7603
Net charge   +1

---

No. 2
Computed, not measured: a 3-piece molecular cluster, C28H42FN6O6S overall at a distorted geometry, with the ωB97M-V functional and the def2-TZVPD basis.

```
84
C28H42FN6O6S | the Open Molecules 2025 dataset | the ωB97M-V functional and the def2-TZVPD basis
C 3.134 3.897 -7.752
C 1.612 3.726 -7.706
C 0.949 4.545 -6.591
C -0.508 4.102 -6.368
C -0.668 3.132 -5.194
C -0.401 3.798 -3.838
C -1.706 4.210 -3.113
C -2.014 3.298 -1.931
C -1.110 3.575 -0.713
C -0.586 2.297 -0.046
C -1.659 1.632 0.840
N -2.058 0.288 0.431
C -1.400 -0.855 0.381
N -1.977 -1.955 -0.102
C -1.047 -2.885 -0.046
N 0.101 -2.465 0.446
C 1.308 -3.326 0.554
C 2.419 -2.870 -0.402
C 3.347 -4.027 -0.773
N -0.096 -1.118 0.780
S 1.090 -0.152 1.497
O 1.888 0.393 0.476
O 0.474 0.600 2.510
F 1.879 -1.281 2.182
H 3.441 4.860 -7.345
H 3.654 3.104 -7.220
H 3.477 3.891 -8.786
H 1.191 4.049 -8.657
H 1.350 2.679 -7.545
H 1.541 4.468 -5.679
H 0.954 5.593 -6.895
H -0.872 3.655 -7.292
H -1.121 4.982 -6.154
H 0.040 2.311 -5.345
H -1.668 2.698 -5.235
H 0.159 3.131 -3.180
H 0.191 4.695 -4.006
H -1.629 5.235 -2.748
H -2.533 4.175 -3.822
H -3.056 3.438 -1.631
H -1.931 2.247 -2.225
H -0.264 4.195 -1.005
H -1.680 4.113 0.046
H -0.249 1.591 -0.807
H 0.279 2.568 0.558
H -1.443 1.704 1.901
H -2.557 2.236 0.715
H -3.008 0.179 0.113
H -1.167 -3.906 -0.371
H 1.676 -3.365 1.574
H 0.984 -4.322 0.266
H 2.958 -2.017 0.000
H 1.921 -2.514 -1.308
H 4.297 -3.614 -1.109
H 2.942 -4.570 -1.623
H 3.555 -4.681 0.070
C -3.927 -1.444 2.924
C -4.953 -0.614 2.492
C -6.058 -0.395 3.296
C -6.113 -1.016 4.529
C -5.109 -1.851 4.977
C -4.008 -2.066 4.163
N -7.280 -0.770 5.399
O -8.152 -0.048 4.967
O -7.285 -1.305 6.486
H -3.064 -1.613 2.297
H -4.899 -0.131 1.524
H -6.862 0.247 2.970
H -5.182 -2.326 5.944
H -3.212 -2.716 4.500
C 4.958 -2.987 6.733
C 3.925 -2.497 5.944
C 3.522 -3.194 4.819
C 4.162 -4.379 4.504
C 5.195 -4.882 5.274
C 5.592 -4.176 6.396
N 3.733 -5.139 3.324
O 2.836 -4.678 2.623
O 4.281 -6.188 3.094
H 5.268 -2.443 7.614
H 3.433 -1.572 6.209
H 2.718 -2.821 4.203
H 5.681 -5.808 5.006
H 6.397 -4.555 7.010
```

## Properties
Multiplicity   1
DFT total energy   -64482.5679 eV
Relative energy (zero: lowest compared OMol25 entry of this formula, charge and spin)   0.000 eV
HOMO level   -12.336 eV
Lowest unoccupied orbital energy   -3.2 eV
Frontier orbital gap   9.17 eV
Net charge   +1

---

No. 3
Computed, not measured: a 2-piece molecular cluster, C4H13N3O2 overall at a distorted geometry, with the ωB97M-V functional and the def2-TZVPD basis.

```
22
C4H13N3O2 | the Open Molecules 2025 dataset | the ωB97M-V functional and the def2-TZVPD basis
C -1.911 -0.083 0.524
C 0.960 -0.063 -1.225
C 1.264 -0.814 1.807
C 0.278 2.068 -0.045
N -1.921 -1.113 -0.247
N 0.393 0.629 0.118
N 0.079 -0.072 -2.331
O 1.298 0.467 1.227
O -1.387 -2.275 0.344
H -1.513 -2.958 -0.322
H -2.377 0.797 0.104
H -1.828 -0.159 1.604
H -0.122 0.849 -2.689
H -0.785 -0.551 -2.098
H 1.873 0.482 -1.487
H 1.158 -1.091 -0.923
H 1.807 -1.552 1.187
H 0.256 -1.176 1.941
H 1.753 -0.701 2.779
H 0.004 2.525 0.908
H 1.224 2.514 -0.390
H -0.501 2.274 -0.784
```

## Properties
Multiplicity   1
DFT total energy   -12919.4600 eV
Relative energy (zero: lowest compared OMol25 entry of this formula, charge and spin)   5.321 eV
HOMO level   -7.983 eV
Lowest unoccupied orbital energy   0.9 eV
Frontier orbital gap   8.93 eV
Structure (SMILES)   CON(C)CN.C=NO

---

No. 4
Computed, not measured: CH4N2O2S as an isolated structure at a distorted geometry, with the ωB97M-V functional and the def2-TZVPD basis.

```
10
CH4N2O2S | the Open Molecules 2025 dataset | the ωB97M-V functional and the def2-TZVPD basis
C 0.660 -0.549 0.005
N 1.771 0.241 -0.031
N -0.881 0.337 -0.557
O 0.541 -1.688 0.309
O -0.886 1.486 0.242
S -2.148 -0.750 0.073
H 1.834 1.231 -0.280
H 2.588 -0.246 0.222
H -1.734 1.722 0.602
H -1.745 -1.784 -0.584
```

## Properties
Multiplicity   1
DFT total energy   -19009.0401 eV
Relative energy (zero: lowest compared OMol25 entry of this formula, charge and spin)   2.884 eV
HOMO level   -8.239 eV
Lowest unoccupied orbital energy   0.7 eV
Frontier orbital gap   8.90 eV

---

No. 5
Computed, not measured: a 11-piece molecular cluster, C50H71F3N8 overall at a distorted geometry, with the ωB97M-V functional and the def2-TZVPD basis.

```
132
C50H71F3N8 | the Open Molecules 2025 dataset | the ωB97M-V functional and the def2-TZVPD basis
C -3.153 0.100 -6.394
C -2.904 -0.056 -4.884
C -1.949 1.024 -4.268
C -0.650 1.214 -4.946
N 0.363 1.401 -5.461
H -2.215 -0.016 -6.938
H -3.647 1.046 -6.615
H -3.898 -0.642 -6.679
H -2.530 -1.076 -4.792
H -3.857 -0.098 -4.357
H -1.658 0.786 -3.245
H -2.458 1.987 -4.233
C 3.105 -6.003 -0.800
C 2.262 -4.686 -0.652
C 1.473 -4.596 0.669
C 2.225 -4.950 1.879
N 2.801 -5.207 2.844
H 3.743 -6.294 0.034
H 3.704 -6.026 -1.710
H 2.429 -6.838 -0.984
H 1.579 -4.433 -1.463
H 2.919 -3.820 -0.731
H 0.552 -5.179 0.704
H 1.152 -3.558 0.749
C 4.212 1.975 -2.546
C 4.243 3.103 -3.533
C 3.492 4.344 -2.993
C 2.076 4.056 -2.641
N 1.001 3.808 -2.338
H 4.750 2.275 -1.646
H 4.646 1.014 -2.818
H 3.209 1.841 -2.141
H 3.675 2.735 -4.387
H 5.272 3.329 -3.813
H 3.476 5.037 -3.834
H 3.950 4.859 -2.148
C 5.913 4.422 2.391
C 4.558 4.345 1.655
C 3.936 2.925 1.514
C 3.211 2.583 2.733
N 2.660 2.337 3.715
H 5.832 4.167 3.448
H 6.400 5.394 2.315
H 6.636 3.720 1.975
H 4.799 4.767 0.679
H 3.795 4.982 2.101
H 4.700 2.232 1.162
H 3.066 2.937 0.858
C 6.947 -0.280 2.742
C 6.692 -1.794 2.480
C 5.202 -2.163 2.050
C 4.842 -1.808 0.691
N 4.584 -1.542 -0.397
H 6.981 0.259 1.795
H 7.881 -0.020 3.240
H 6.129 0.101 3.354
H 7.003 -2.359 3.359
H 7.374 -2.092 1.683
H 4.669 -1.585 2.806
H 4.929 -3.215 2.130
C 4.073 -2.873 -4.361
C 4.012 -1.363 -4.604
C 2.858 -0.727 -3.831
C 1.568 -1.429 -3.936
N 0.527 -1.979 -4.005
H 4.240 -3.133 -3.316
H 4.885 -3.295 -4.954
H 3.184 -3.427 -4.661
H 3.791 -1.426 -5.670
H 4.953 -0.889 -4.327
H 2.694 0.260 -4.264
H 3.098 -0.608 -2.775
C -4.127 1.048 1.858
C -4.595 1.645 3.173
C -5.624 0.785 3.841
C -5.153 -0.642 4.069
N -4.795 -1.768 4.171
H -3.597 1.844 1.336
H -4.958 0.773 1.207
H -3.568 0.151 2.125
H -5.105 2.574 2.917
H -3.774 1.815 3.870
H -6.535 0.722 3.245
H -5.924 1.368 4.712
C -3.610 -4.459 0.966
C -2.754 -3.333 1.625
C -2.318 -3.599 3.073
C -1.390 -4.751 3.061
N -0.687 -5.697 3.024
H -2.850 -5.108 0.530
H -4.223 -4.046 0.165
H -4.253 -5.049 1.619
H -3.270 -2.378 1.723
H -1.917 -3.095 0.968
H -3.175 -3.902 3.674
H -1.845 -2.738 3.545
F -4.957 -1.467 -0.181
C -6.261 -1.212 0.051
C -7.034 -0.500 -0.899
C -8.379 -0.273 -0.587
C -8.935 -0.712 0.580
C -8.138 -1.369 1.535
C -6.809 -1.572 1.263
H -6.605 -0.156 -1.829
H -8.973 0.203 -1.353
H -9.971 -0.427 0.697
H -8.639 -1.660 2.446
H -6.145 -2.154 1.884
F 2.465 0.717 -0.019
C 1.184 0.278 -0.176
C 0.174 1.245 -0.124
C -1.173 0.863 -0.286
C -1.444 -0.495 -0.582
C -0.422 -1.384 -0.704
C 0.898 -1.043 -0.457
H 0.449 2.281 0.002
H -1.995 1.563 -0.277
H -2.473 -0.773 -0.755
H -0.646 -2.397 -1.003
H 1.720 -1.732 -0.587
F -5.039 5.825 3.243
C -3.764 5.475 3.189
C -2.905 5.833 4.209
C -1.585 5.367 4.246
C -1.198 4.500 3.220
C -2.040 4.175 2.104
C -3.325 4.668 2.092
H -3.276 6.446 5.017
H -0.957 5.690 5.062
H -0.181 4.138 3.261
H -1.654 3.517 1.340
H -3.932 4.499 1.215
```

## Properties
Multiplicity   2
DFT total energy   -73062.8569 eV
HOMO level (spin up / spin down)   -11.369 / -11.369 eV
Lowest unoccupied orbital energy (spin up / spin down)   -4.5 / -8.6 eV
Frontier orbital gap (spin up / spin down)   6.90 / 2.74 eV
Expectation value of S²   0.7669
Net charge   +1

---

No. 6
Computed, not measured: an isolated ion of composition C2H2NOS2 and charge -1 at a distorted geometry, with the ωB97M-V functional and the def2-TZVPD basis.

```
8
C2H2NOS2 | the Open Molecules 2025 dataset | the ωB97M-V functional and the def2-TZVPD basis
C 0.779 -0.260 0.003
C -0.069 0.829 -0.018
N 0.491 -1.564 -0.021
O 1.482 -2.360 0.009
S -1.699 1.361 -0.014
S -3.289 0.201 0.023
H 1.844 0.016 0.040
H 0.462 1.778 -0.023
```

## Properties
Multiplicity   1
DFT total energy   -27313.1433 eV
Relative energy (zero: lowest compared OMol25 entry of this formula, charge and spin)   3.028 eV
HOMO level (spin up / spin down)   -3.276 / -3.278 eV
Lowest unoccupied orbital energy (spin up / spin down)   3.4 / 3.4 eV
Frontier orbital gap (spin up / spin down)   6.66 / 6.67 eV
Net charge   -1
Structure (SMILES)   O=N/C=C\S[S-]

---

No. 7
Computed, not measured: C19H40BNaO13 as an isolated structure at a distorted geometry, with the ωB97M-V functional and the def2-TZVPD basis.

```
74
C19H40BNaO13 | the Open Molecules 2025 dataset | the ωB97M-V functional and the def2-TZVPD basis
Na 0.385 0.536 0.289
O -1.861 0.259 -1.041
C -2.545 -0.686 -1.323
O -3.445 -1.252 -0.549
B -3.947 -2.470 -1.248
O -3.231 -2.501 -2.569
C -2.386 -1.486 -2.631
O -1.625 -1.218 -3.513
O -5.392 -2.468 -1.399
C -5.907 -3.522 -0.768
O -7.052 -3.800 -0.628
C -4.737 -4.306 -0.133
O -3.625 -3.716 -0.533
O -4.822 -5.252 0.597
C -2.304 3.709 2.351
C -0.981 2.971 2.294
C -0.503 2.654 3.708
O -1.154 1.754 1.564
H -2.700 3.825 1.342
H -2.185 4.690 2.814
H -3.040 3.141 2.927
H -0.317 3.600 1.697
H -1.255 1.991 4.149
H -0.502 3.531 4.359
H 0.457 2.144 3.781
H -1.975 1.312 1.795
C -0.107 -2.288 3.354
C -0.134 -2.345 1.838
C -0.785 -3.632 1.322
O -0.880 -1.231 1.325
H 0.487 -3.069 3.832
H -1.062 -2.247 3.884
H 0.346 -1.331 3.651
H 0.860 -2.225 1.408
H -0.701 -3.654 0.233
H -1.862 -3.643 1.498
H -0.324 -4.507 1.780
H -1.730 -1.174 1.770
C 0.712 -3.301 -2.631
C 1.654 -2.327 -1.939
C 2.809 -1.919 -2.847
O 0.937 -1.174 -1.480
H 0.391 -2.979 -3.625
H -0.232 -3.469 -2.106
H 1.163 -4.296 -2.684
H 2.038 -2.841 -1.054
H 2.404 -1.415 -3.728
H 3.385 -2.789 -3.155
H 3.436 -1.229 -2.282
H 0.653 -0.686 -2.266
C 2.457 3.317 -2.537
C 1.168 3.485 -1.735
C 0.126 4.261 -2.525
O 0.621 2.180 -1.427
H 2.309 2.629 -3.373
H 3.291 2.999 -1.917
H 2.709 4.262 -3.024
H 1.303 3.988 -0.777
H -0.799 4.388 -1.962
H -0.165 3.721 -3.434
H 0.464 5.237 -2.879
H 0.672 1.722 -2.276
C 3.742 0.737 0.049
C 3.320 0.976 1.507
C 2.966 2.385 1.916
O 2.194 0.109 1.798
H 2.928 0.822 -0.672
H 4.130 -0.282 -0.005
H 4.525 1.415 -0.299
H 4.138 0.579 2.114
H 2.060 2.753 1.428
H 3.768 3.088 1.706
H 2.752 2.356 2.985
H 2.510 -0.791 1.908
```

## Properties
Multiplicity   1
DFT total energy   -52069.9884 eV
Relative energy (zero: lowest compared OMol25 entry of this formula, charge and spin)   0.023 eV
HOMO level   -9.131 eV
Lowest unoccupied orbital energy   -0.3 eV
Frontier orbital gap   8.78 eV

---

No. 8
Computed, not measured: a 2-piece molecular cluster, C4H7N3 overall at a distorted geometry, with the ωB97M-V functional and the def2-TZVPD basis.

```
14
C4H7N3 | the Open Molecules 2025 dataset | the ωB97M-V functional and the def2-TZVPD basis
C 1.091 -0.005 -1.278
C 0.651 -1.070 -0.329
N 1.365 -1.368 0.676
H 1.029 -2.160 1.221
H -0.246 -1.625 -0.635
H 0.239 0.567 -1.639
H 1.819 0.649 -0.809
H 1.562 -0.489 -2.129
N -0.607 0.514 0.984
N 0.043 0.665 2.026
C -1.690 1.100 0.598
C -2.628 1.382 -0.129
H 0.873 0.033 1.973
H -3.501 1.805 -0.530
```

## Properties
Multiplicity   1
DFT total energy   -8727.0180 eV
Relative energy (zero: lowest compared OMol25 entry of this formula, charge and spin)   4.661 eV
HOMO level   -8.965 eV
Lowest unoccupied orbital energy   -0.5 eV
Frontier orbital gap   8.51 eV
Structure (SMILES)   [H]/N=N/C#C.[H]/N=C/C